No. 1
ORCA calculation (ωB97M-V/def2-TZVPD) on a molecular structure, C28H25BrNO9P3RuSe.

Structure (XYZ):
```
69
Properties=species:S:1:pos:R:3:lowdin_spin:R:1
H 1.74 -3.39 1.09 0.000
C -0.29 -5.54 -3.70 0.000
O -2.04 -0.33 3.04 0.007
Ru 0.73 -0.48 0.13 2.964
H -2.14 1.94 -3.45 0.000
C -0.92 0.93 -2.02 0.023
C -1.94 3.09 -1.65 0.023
H -0.93 -5.68 -4.56 0.000
C -1.80 4.98 4.39 0.005
C 0.63 -4.14 -1.97 0.004
C 1.29 -6.45 -2.11 0.000
P -1.46 -1.51 2.38 0.013
C 0.46 -6.60 -3.21 0.000
N 2.28 0.26 -0.72 0.038
H 1.87 -7.29 -1.75 0.000
O 1.44 -2.65 -0.28 0.083
H 2.04 -1.75 4.83 0.000
C 3.41 4.17 0.01 0.001
H -1.56 4.01 0.26 0.000
H -0.77 -3.46 -3.43 0.000
C -0.48 3.17 2.74 0.036
C -0.58 2.11 0.06 0.024
C -0.38 0.99 -0.74 0.010
O -0.87 -1.31 0.97 0.097
P 1.51 -2.21 2.84 0.009
O 2.41 -2.32 4.12 0.005
O 1.77 -3.55 2.08 0.001
C 3.01 2.33 2.04 0.000
H -2.25 1.97 2.91 0.000
C 4.48 3.77 0.80 -0.001
H -2.32 5.69 5.03 0.000
Br 0.34 -8.28 -4.06 0.000
H -0.71 -0.57 4.46 0.000
C -1.38 3.16 -0.38 -0.002
H -0.75 0.06 -2.64 0.001
C -0.52 5.26 3.95 0.001
H 0.21 -3.90 4.79 0.000
C 2.14 3.65 0.23 0.001
C 3.12 0.62 -1.47 0.068
H 3.57 4.87 -0.80 0.000
C -1.77 2.90 3.19 0.006
H -3.13 -2.60 1.53 0.000
Se 4.34 1.16 -2.57 0.230
H -3.43 3.58 4.35 0.000
C -0.55 -3.58 4.08 0.001
H 2.86 1.58 2.82 0.001
C -0.20 -4.31 -3.08 0.001
C 1.37 -5.21 -1.50 0.001
P 0.32 1.97 1.62 0.121
H 2.03 -5.08 -0.64 0.000
H -0.03 6.18 4.24 0.000
H 1.15 4.58 2.78 0.001
O -2.46 -2.75 2.21 0.001
C 0.70 -2.81 -1.31 0.010
H -0.62 -4.32 3.28 0.000
C 4.28 2.85 1.82 0.000
O 1.80 -0.99 2.01 0.077
C -1.71 1.98 -2.46 0.001
O 0.05 -1.84 -1.75 0.110
C 1.93 2.74 1.26 0.010
C 0.15 4.36 3.12 0.010
H -1.51 -3.52 4.59 0.000
O -0.06 -1.27 4.62 0.001
C -2.43 3.80 4.01 0.000
H 1.32 3.96 -0.40 0.000
H 5.47 4.16 0.61 0.000
C -0.18 -2.20 3.53 0.002
H 5.11 2.52 2.44 0.000
H -2.57 3.89 -2.01 0.001
```

Energy above the lowest of the compared OMol25 structures with the same formula, charge and spin ... 0.031 eV
Maximum force ... 0.15 eV Å⁻¹
Kohn-Sham gap (spin up / spin down) ... 8.27 / 6.03 eV
2S+1 ... 5

---

No. 2
ORCA calculation (ωB97M-V/def2-TZVPD) on a molecular structure, C10H20BCaF4O5 in a non-equilibrium geometry.

Structure (XYZ):
```
41
Properties=species:S:1:pos:R:3:nbo_charge:R:1
F 1.31 -0.55 -3.65 -0.534
H 2.26 -2.09 -1.77 0.237
O -1.74 1.52 -0.65 -0.588
H 1.80 -3.56 -0.90 0.210
Ca 0.09 0.13 -0.74 1.774
F 0.15 1.37 -4.26 -0.514
H 1.90 -2.37 1.26 0.179
C 2.11 0.20 1.66 -0.082
C 1.72 -2.47 -0.91 -0.098
B 0.48 0.48 -3.30 1.340
C 1.73 1.66 1.47 -0.083
H 1.67 2.14 2.45 0.206
H -0.58 -2.51 1.60 0.186
F -0.73 -0.08 -2.67 -0.598
C 2.30 -1.87 0.37 -0.092
C -0.25 2.94 0.75 -0.095
O -1.25 -0.79 0.64 -0.646
H -0.74 3.12 1.71 0.187
H -0.47 -3.86 -0.43 0.208
C -1.27 2.86 -0.41 -0.097
H -2.10 3.53 -0.22 0.208
O 1.93 -0.48 0.41 -0.614
C -2.24 0.06 1.26 -0.088
H 3.39 -1.98 0.37 0.212
O 0.36 -2.05 -1.10 -0.597
H -1.54 -2.74 -1.30 0.219
H 3.15 0.12 1.99 0.212
H -0.78 3.15 -1.33 0.228
H -3.41 0.37 -0.51 0.214
H -3.03 -0.53 1.72 0.211
C -1.24 -2.23 0.77 -0.085
O 0.45 1.68 0.82 -0.626
H -2.24 -2.61 0.99 0.209
H 1.47 -0.26 2.42 0.185
H 0.44 3.76 0.56 0.210
H -1.75 0.65 2.04 0.195
C -2.80 0.97 0.16 -0.093
F 1.15 1.20 -2.15 -0.618
H 2.47 2.18 0.86 0.207
C -0.75 -2.81 -0.56 -0.092
H -3.42 1.76 0.58 0.206
```

Energy above the lowest of the compared OMol25 structures with the same formula, charge and spin ... 0.679 eV
Net charge ... +1
Maximum force ... 1.82 eV Å⁻¹
Kohn-Sham gap ... 11.71 eV

---

No. 3
ORCA calculation (ωB97M-V/def2-TZVPD) on C26H42N4O5S in the gas phase in a non-equilibrium geometry.

Structure (XYZ):
```
78
Properties=species:S:1:pos:R:3:nbo_charge:R:1
C 2.64 0.86 -1.28 -0.215
H -2.67 1.89 -0.66 0.202
S 4.21 -1.05 -2.49 2.338
N 4.24 -2.35 -1.48 -0.684
H -5.05 2.51 -1.13 0.193
H -2.63 0.38 2.91 0.181
H -1.24 0.19 -0.60 0.199
H -0.90 -2.73 0.52 0.197
C 1.76 -3.12 1.97 -0.603
H -2.51 -3.35 0.15 0.200
H 1.72 -1.07 -3.89 0.239
C 0.54 0.53 -3.06 -0.266
H -6.97 1.31 -0.06 0.201
H -0.73 -1.74 -1.74 0.203
H 4.36 -2.21 1.91 0.211
H -2.39 -2.22 -2.10 0.200
H -4.51 1.77 1.78 0.193
H -3.32 -1.00 -0.12 0.190
C 1.54 1.69 -1.18 0.149
C -6.71 2.33 0.23 -0.598
H -1.31 4.12 -1.40 0.228
C 2.78 -3.25 0.85 -0.220
C -1.45 -0.06 0.44 -0.230
C 2.13 2.52 1.09 -0.308
H -2.66 3.03 0.70 0.188
H 3.28 -4.23 0.93 0.187
H 2.08 3.49 1.59 0.247
H 2.77 -3.20 -2.62 0.225
H 1.33 -2.12 1.95 0.224
H 3.63 -4.33 -1.55 0.197
O 0.06 4.23 0.77 -0.623
O -0.58 2.38 -2.12 -0.477
C 0.50 1.54 -2.12 0.278
H 2.23 -3.27 2.93 0.207
H 5.46 -3.18 -0.04 0.190
C 1.43 1.43 1.91 0.679
C 3.84 -2.15 0.95 -0.420
H 3.50 0.95 -0.63 0.245
H 0.08 2.84 2.45 0.423
H -0.29 0.43 -3.75 0.236
C -5.24 2.61 -0.06 -0.390
C 1.64 -0.31 -3.13 -0.131
C 2.69 -0.12 -2.25 -0.355
C 2.13 -3.16 -0.53 -0.411
H 1.37 -3.94 -0.65 0.210
H 1.64 -2.19 -0.64 0.205
H 3.16 2.25 0.88 0.227
H -0.68 1.21 4.27 0.201
H -4.55 0.64 0.43 0.197
H 5.53 -1.41 -0.21 0.240
H -2.77 -1.39 1.51 0.197
H -0.20 -0.02 3.09 0.227
H -5.01 3.65 0.22 0.194
C -1.81 -2.52 -0.04 -0.383
O 5.30 -0.20 -2.12 -0.947
C -2.84 1.98 0.42 -0.207
C -0.34 3.64 -1.53 -0.155
C -4.32 1.67 0.71 -0.418
H 3.33 -1.18 0.91 0.229
C -2.44 -1.23 0.48 -0.412
N -1.84 1.18 1.09 -0.472
C -0.59 1.00 3.20 -0.239
H -6.92 2.45 1.29 0.201
N 1.39 2.65 -0.16 -0.431
O 4.15 -1.56 -3.83 -0.944
O 1.79 0.27 1.88 -0.653
H 0.28 4.26 -2.20 0.199
H -1.14 -3.44 -1.87 0.210
H -0.51 -0.38 0.89 0.205
N 0.38 1.89 2.61 -0.603
C -1.50 -2.47 -1.53 -0.616
H 0.96 -3.85 1.85 0.199
C 4.86 -2.27 -0.18 -0.224
C 3.19 -3.33 -1.62 -0.224
H -2.36 2.13 2.83 0.197
C -1.96 1.16 2.53 -0.221
C 0.36 3.54 -0.19 0.678
H -7.35 3.02 -0.33 0.208
```

Energy above the lowest of the compared OMol25 structures with the same formula, charge and spin ... 0.088 eV
Maximum force ... 1.03 eV Å⁻¹
Kohn-Sham gap ... 8.89 eV

---

No. 4
ORCA calculation (ωB97M-V/def2-TZVPD) on C4H10N4 in the gas phase.

Structure (XYZ):
```
18
Properties=species:S:1:pos:R:3:nbo_charge:R:1
H 2.53 1.71 0.30 0.205
H 0.67 -2.03 -0.75 0.145
N -1.10 1.67 -0.22 -0.657
H 2.64 -0.54 1.35 0.190
C 0.13 -1.24 -0.20 0.283
N -2.13 0.79 0.17 -0.413
H -1.16 2.44 0.44 0.346
H -3.04 1.22 0.11 0.387
H 2.48 0.96 -1.32 0.206
H -3.15 -0.93 0.15 0.175
C 2.83 0.83 -0.28 -0.611
N 0.80 -0.34 0.42 -0.531
C 2.25 -0.43 0.33 -0.229
N -1.23 -1.43 -0.22 -0.586
H 3.93 0.81 -0.31 0.211
C -2.14 -0.55 0.02 0.314
H -0.23 1.19 0.06 0.398
H 2.58 -1.31 -0.24 0.167
```

Energy above the lowest of the compared OMol25 structures with the same formula, charge and spin ... 1.879 eV
Maximum force ... 0.47 eV Å⁻¹
Kohn-Sham gap ... 9.29 eV

---

No. 5
ORCA calculation (ωB97M-V/def2-TZVPD) on 8 unconnected molecules or ions with the total composition C32H88N8O8 in a non-equilibrium geometry.

Structure (XYZ):
```
136
Properties=species:S:1:pos:R:3:lowdin_charge:R:1
H 8.21 8.56 7.15 0.091
H -1.23 4.27 -4.57 0.131
H -1.62 4.73 4.04 0.086
H -2.68 2.73 -3.27 0.116
H 5.92 5.16 7.31 0.129
H -4.20 4.68 3.89 0.113
N -2.81 5.12 -5.61 0.034
H 6.62 6.38 4.68 0.133
H -3.75 -4.40 -2.95 0.078
H -7.59 3.64 4.43 0.082
H 3.29 1.75 -7.84 0.088
H 7.75 -4.97 -0.26 0.085
C -6.84 -3.51 4.70 -0.440
H 8.62 -3.62 -2.52 0.126
H -6.62 4.61 3.31 0.074
H 6.41 3.23 5.51 0.068
H -6.31 -4.53 -1.14 0.145
C 8.01 7.92 6.28 -0.175
H -7.87 -1.96 3.50 0.077
H 2.30 -1.37 1.20 0.135
H -6.43 -3.16 -3.87 0.127
H 3.04 -0.21 -1.48 0.074
O 2.88 0.27 -6.47 -0.173
H -6.16 2.21 6.30 0.072
H -8.02 -4.66 5.75 0.062
H -8.25 -1.08 -3.14 0.082
C 4.34 -3.18 -7.01 -0.097
H 2.87 -2.15 -4.33 0.071
N 4.48 5.93 6.17 0.022
H 7.68 -6.62 -0.77 0.095
H 4.01 -1.07 -0.44 0.067
H -4.41 5.59 5.25 0.125
O 8.47 -5.63 -2.20 -0.189
H -1.99 0.67 0.71 0.079
C -5.85 -4.32 -2.11 -0.471
C -6.71 4.29 4.35 -0.080
H -7.03 -3.11 2.59 0.070
H 5.02 -2.78 -7.76 0.078
H 9.18 -6.99 -4.53 0.075
H 4.70 6.89 6.40 0.062
H -1.72 5.59 5.63 0.084
H 8.93 7.38 6.08 0.089
C -1.63 1.08 -4.94 -0.101
H -8.88 -3.33 5.31 0.075
H 8.37 -5.96 -5.68 0.064
H 7.76 8.62 5.48 0.091
H 3.71 0.51 0.05 0.075
C 3.20 -0.34 -0.41 -0.093
C 6.84 6.05 5.69 -0.167
C -2.48 5.38 -3.07 -0.053
H -1.29 0.58 -5.84 0.085
H -2.65 4.38 -6.28 0.052
H 1.68 1.17 -7.91 0.080
C -5.57 3.67 5.07 -0.468
C 7.60 -5.60 -1.14 -0.130
H -3.94 -4.81 -1.31 0.075
H 3.88 5.63 6.92 0.073
C 5.72 5.19 6.24 -0.451
H 11.09 -3.93 -3.32 0.064
H -3.93 3.11 -4.56 0.119
C 3.08 -1.00 -7.08 -0.166
C 2.50 1.34 -7.21 -0.170
H 1.97 2.11 -6.63 0.087
H -5.71 -5.64 6.24 0.081
H -3.80 5.08 -5.44 0.054
H 9.60 -3.93 -4.84 0.134
H -1.45 0.97 2.25 0.080
H 10.55 -5.39 -2.70 0.056
H -5.06 -2.68 5.65 0.119
C 3.75 -2.09 -6.18 -0.446
C -6.08 -2.95 5.93 -0.227
H -6.01 -2.02 3.42 0.073
H 7.49 -4.36 -3.53 0.121
H -7.74 -0.34 -1.81 0.079
H 2.04 -3.09 -5.42 0.079
O -2.32 2.25 -5.37 -0.238
H 3.66 -0.80 -7.98 0.115
C -7.31 -0.91 -2.63 -0.084
H -2.21 6.39 -3.39 0.071
H -1.14 4.04 5.58 0.084
H -7.01 -5.69 -2.94 0.071
H 7.77 5.48 5.73 0.123
H -7.66 -3.56 -2.79 0.114
C 5.46 3.76 5.63 -0.042
H 4.80 3.23 6.30 0.068
H -2.38 0.53 -4.39 0.084
H 1.13 0.94 -0.21 0.125
H -4.02 -3.16 -1.74 0.072
N -5.88 3.17 6.38 0.034
H 4.61 -1.62 -5.70 0.141
C -1.89 4.66 5.10 -0.121
O 0.00 0.06 1.30 -0.157
C 1.96 -0.89 0.29 -0.473
O -6.26 -3.78 7.02 -0.193
C -6.63 -3.20 -2.80 -0.221
N 10.80 -4.87 -3.53 0.029
N -8.17 -3.98 5.02 0.026
C -2.88 3.10 -4.27 -0.172
O -6.57 -2.01 -2.02 -0.179
H -6.41 -1.95 6.22 0.125
C -4.35 -4.14 -2.08 -0.064
H 2.18 -1.50 -7.46 0.121
H 4.92 3.96 4.70 0.071
H -5.06 3.20 6.97 0.070
C 8.47 -4.54 -3.08 -0.228
H -0.76 1.38 -4.35 0.084
C -5.50 -4.96 7.07 -0.096
H 10.08 -6.03 -5.79 0.071
N 2.93 -2.70 -5.18 0.040
H 3.72 -4.00 -7.37 0.077
H -6.55 -0.37 -3.21 0.086
H 4.95 -3.94 -6.51 0.069
C 9.27 -6.04 -5.06 -0.053
C -6.96 -2.55 3.52 -0.060
H -5.32 2.72 4.59 0.131
H 1.85 0.98 1.38 0.123
H 1.83 -2.52 -0.32 0.087
C -4.30 4.55 4.97 -0.175
N -6.02 -5.56 -2.78 0.022
C 1.18 0.40 0.73 -0.246
C -2.27 4.51 -4.34 -0.409
H -6.45 -4.48 4.39 0.127
C -1.09 0.98 1.23 -0.085
H -3.52 5.40 -2.75 0.071
H 0.40 -1.87 -0.46 0.079
O -3.07 3.97 5.49 -0.187
N 1.36 -1.70 -0.69 0.049
H -0.91 2.03 0.99 0.086
H -5.78 -5.42 8.02 0.093
H -5.71 -5.35 -3.72 0.069
H 6.62 -5.34 -1.54 0.089
H -6.90 5.33 4.60 0.078
H -4.43 -4.76 7.06 0.088
C 9.46 -4.78 -4.17 -0.412
O 6.93 7.18 6.63 -0.185
H -1.89 5.11 -2.19 0.070
```

Energy above the lowest of the compared OMol25 structures with the same formula, charge and spin ... 7.202 eV
Maximum force ... 5.46 eV Å⁻¹
Kohn-Sham gap ... 9.12 eV

---

No. 6
ORCA calculation (ωB97M-V/def2-TZVPD) on C2H3NS4 in the gas phase in a non-equilibrium geometry.

Structure (XYZ):
```
10
Properties=species:S:1:pos:R:3:nbo_charge:R:1
H -2.30 0.26 1.49 0.122
C -0.61 -0.28 -0.14 -0.615
S 0.44 -1.69 -0.71 0.411
N 2.07 -0.98 -0.37 -0.501
C 2.02 0.17 0.11 -0.121
S 0.66 1.20 0.20 0.283
S -1.76 0.18 -1.45 0.084
S -1.44 -0.83 1.49 0.010
H -2.09 1.29 -1.00 0.095
H 3.02 0.68 0.37 0.231
```

Energy above the lowest of the compared OMol25 structures with the same formula, charge and spin ... 0.929 eV
Maximum force ... 3.32 eV Å⁻¹
Kohn-Sham gap ... 8.78 eV